[1]
Here is C20H16BrN3O7Ti as an isolated structure from OMol25. Energies are from ωB97M-V with the def2-TZVPD basis set.

XYZ file:
```
48
Properties=species:S:1:pos:R:3
Br 0.706 -0.918 -2.530
Ti 0.371 -0.324 -0.162
O 1.714 -6.959 3.801
O -0.345 -6.969 3.168
O 1.549 -1.587 0.711
O -2.163 -3.272 0.531
O -1.035 -1.352 0.516
O 4.617 -3.410 2.476
O 3.736 -1.466 2.205
N 3.669 -2.682 2.254
N 0.754 -6.460 3.247
N 1.859 1.128 0.393
C 2.180 -4.549 2.679
C -0.716 2.846 -0.351
C 4.015 1.827 1.071
C 0.055 -3.312 1.364
C -2.406 1.931 1.095
C 2.358 -3.314 2.092
C 0.944 -5.154 2.607
C 1.323 -2.678 1.366
C -1.146 -2.666 0.747
C -0.118 -4.542 1.966
C -2.752 0.977 0.143
C -1.401 2.861 0.853
C 2.692 1.556 1.360
C -1.048 1.898 -1.317
C 2.319 0.938 -0.802
C 3.600 1.179 -1.236
C 4.452 1.642 -0.246
C 4.960 2.243 2.164
C -3.841 -0.023 0.406
C -2.059 0.972 -1.070
H -3.975 -0.181 1.476
H -3.606 -0.986 -0.047
H 0.069 3.565 -0.543
H -0.527 1.878 -2.266
H 3.000 -5.024 3.198
H -2.929 1.942 2.044
H -1.152 3.594 1.610
H -2.304 0.231 -1.822
H 3.920 0.989 -2.249
H 5.489 1.839 -0.490
H 5.912 2.575 1.754
H 5.154 1.399 2.827
H -1.088 -5.018 1.935
H -4.789 0.331 -0.003
H 2.284 1.650 2.358
H 4.541 3.053 2.761
```

F_max ... 0.0130 hartree/bohr
Total charge ... 0
Energy ... -4886.07489 Ha
Multiplicity ... 3



[2]
Here is C16H25AuN3O5P as an isolated structure from OMol25. Energies are from ωB97M-V with the def2-TZVPD basis set.

XYZ file:
```
51
Properties=species:S:1:pos:R:3
Au 1.201 0.449 -1.276
P 3.333 1.930 0.794
O 0.561 -1.867 0.569
O -1.325 -6.270 -4.605
O -0.476 -6.884 -2.723
O -0.216 -0.652 -2.240
O 2.656 1.708 -0.528
N -1.140 1.267 0.538
N -3.321 1.734 1.780
N -0.856 -6.028 -3.506
C 0.011 -2.989 -1.502
C -0.910 -2.318 -3.653
C -2.268 0.694 -0.205
C -0.332 -1.928 -2.409
C 2.879 0.704 2.021
C -1.085 -3.623 -4.012
C -0.690 -4.633 -3.130
C 5.118 1.874 0.608
C -2.430 0.928 2.617
C -0.157 -4.318 -1.906
C -1.339 2.709 0.670
C 2.934 3.548 1.464
C -2.653 2.993 1.450
C -3.594 1.004 0.539
C -1.095 0.663 1.869
C 0.470 -2.865 -0.121
H 5.422 2.617 -0.129
H -3.342 3.600 0.859
H -1.512 -3.892 -4.967
H 5.619 2.074 1.555
H 3.455 0.829 2.939
H -2.259 1.109 -1.213
H 0.754 -3.846 0.315
H 3.248 4.317 0.758
H -0.252 1.099 2.412
H -2.943 -0.005 2.859
H 1.814 0.791 2.236
H -2.264 1.465 3.554
H 0.115 -5.121 -1.234
H 1.854 3.616 1.597
H -2.095 -0.376 -0.302
H -1.189 -1.516 -4.323
H 3.430 3.710 2.421
H 5.402 0.886 0.246
H -2.458 3.528 2.382
H -4.262 1.615 -0.072
H 3.045 -0.288 1.604
H -0.892 -0.404 1.751
H -1.365 3.143 -0.332
H -4.130 0.088 0.796
H -0.472 3.129 1.187
```

F_max ... 0.0095 hartree/bohr
Total charge ... 0
Energy ... -1642.11175 Ha



[3]
Here is C11H5AsCoF12NO5S7 as an isolated structure from OMol25. Energies are from ωB97M-V with the def2-TZVPD basis set.

XYZ file:
```
43
Properties=species:S:1:pos:R:3
As -3.995 1.167 -0.130
Co -0.186 0.588 -0.210
S -0.218 3.656 -0.678
S -0.599 -0.097 1.857
S 3.549 -1.016 2.424
S -0.177 2.066 -3.004
S -1.202 -1.398 0.246
S 1.060 -1.387 3.958
S 2.202 0.051 0.014
F 1.420 5.214 0.613
F -2.225 1.466 -0.339
F 0.873 5.937 -1.351
F 2.293 4.320 -1.150
F -4.072 2.559 0.877
F 1.762 1.199 -4.522
F -5.672 0.832 0.088
F 2.425 1.999 -2.627
F -4.282 2.124 -1.527
F 1.786 3.339 -4.203
F -3.794 -0.244 -1.121
F -3.577 0.207 1.269
O -0.973 2.022 -4.179
O -0.131 0.852 -2.190
O -1.302 4.367 -0.103
O 0.354 2.517 0.047
O 3.440 -2.091 4.830
N -0.392 3.393 -2.213
C 2.806 -1.609 3.932
C 1.185 4.854 -0.645
C 0.982 -3.155 0.272
C -0.600 -5.154 1.400
C 1.520 -4.405 0.547
C 1.560 2.162 -3.624
C 2.090 -0.496 1.617
C 0.738 -5.400 1.111
C 0.940 -0.637 2.363
C -1.147 -3.914 1.128
C -0.353 -2.911 0.566
H 2.561 -4.593 0.318
H 1.589 -2.380 -0.173
H -2.187 -3.706 1.348
H 1.168 -6.369 1.328
H -1.216 -5.929 1.838
```

F_max ... 0.0138 hartree/bohr
Total charge ... -1
Energy ... -8457.65457 Ha
Multiplicity ... 2



[4]
Here is an isolated molecule of C8H11ClO6P2 at a distorted geometry from OMol25. Energies are from ωB97M-V with the def2-TZVPD basis set.

XYZ file:
```
28
Properties=species:S:1:pos:R:3
Cl 2.819 -0.108 -3.032
P 1.742 -2.353 -1.420
P -1.429 0.745 2.884
O 0.483 -2.643 -0.761
O 1.484 -3.039 -2.847
O -2.437 -0.101 1.984
O -0.354 -0.116 3.407
O 2.884 -3.104 -0.602
O -2.183 1.294 4.125
C -0.091 0.494 -2.173
C 0.864 0.312 -1.173
C -0.549 1.554 0.380
C 2.109 -0.562 -1.501
C -1.500 1.700 -0.636
C -0.760 2.054 1.839
C 0.642 0.870 0.092
C -1.293 1.127 -1.881
H -2.032 1.230 -2.658
H -1.446 2.885 1.826
H 2.355 -3.683 -0.028
H 0.753 -3.594 -2.510
H 1.384 0.696 0.837
H 2.836 -0.360 -0.750
H -2.164 0.507 4.687
H -1.880 -0.423 1.236
H 0.018 0.035 -3.135
H 0.186 2.424 2.298
H -2.441 2.162 -0.488
```

F_max ... 0.0630 hartree/bohr
Total charge ... 0
Energy ... -1905.97271 Ha



[5]
Here is an isolated molecule of C4H11NOS at a distorted geometry from OMol25. Energies are from ωB97M-V with the def2-TZVPD basis set.

XYZ file:
```
18
Properties=species:S:1:pos:R:3
S -2.770 -0.379 1.618
O 0.416 -1.879 -1.135
N 0.975 0.735 0.440
C -0.116 -0.173 0.525
C 1.893 0.798 -0.686
C -1.314 0.615 1.171
C -0.524 -0.915 -0.732
H -3.147 -0.999 0.480
H -0.692 -0.168 -1.527
H -1.471 -1.414 -0.604
H 2.592 1.630 -0.627
H 1.327 1.319 1.168
H 1.201 -1.442 -1.517
H 1.398 0.832 -1.658
H -0.968 1.074 2.092
H 2.572 -0.070 -0.698
H -1.512 1.414 0.455
H 0.139 -0.978 1.234
```

F_max ... 0.0550 hartree/bohr
Total charge ... 0
Energy ... -687.14228 Ha



[6]
Here is a 9-piece molecular cluster, C22H64O9P2 overall at a distorted geometry from OMol25. Energies are from ωB97M-V with the def2-TZVPD basis set.

XYZ file:
```
97
Properties=species:S:1:pos:R:3
P -2.691 3.301 -0.822
P -4.173 1.795 -0.204
O 3.211 -2.139 0.943
O 4.729 -5.337 0.780
O 0.449 4.617 -3.259
O -6.754 -0.712 1.079
O -0.577 -2.862 -2.395
O -5.458 -2.834 -0.971
O -0.992 6.363 -1.858
O 5.164 -1.438 5.858
O -0.091 3.719 0.161
C -1.387 3.342 0.555
C 0.613 2.806 -0.650
C 4.976 -1.660 2.556
C 1.394 1.734 0.090
C 0.637 -2.486 -1.745
C -7.493 -1.349 2.116
C 1.424 -1.466 -2.545
C -0.846 8.783 -2.101
C -3.517 -3.752 -2.098
C 0.582 0.558 0.624
C 5.566 -3.270 7.418
C -1.077 4.789 -5.147
C -3.839 0.278 -1.189
C -0.178 3.897 -4.310
C -4.891 -4.028 -1.517
C 6.038 -2.515 6.189
C 3.984 -1.101 1.554
C -6.647 -2.359 2.871
C -3.814 1.324 1.540
C -0.614 7.425 -2.735
C 6.632 -4.921 -0.682
C 5.351 -5.700 -0.447
H -8.377 -1.835 1.690
H -1.904 8.924 -1.864
H 5.568 -0.866 3.009
H -2.794 -0.023 -1.125
H 1.997 2.156 0.889
H 0.057 0.840 1.532
H -1.540 4.230 -5.963
H 0.349 -2.064 -0.784
H 1.708 -1.868 -3.520
H 4.523 -4.395 0.735
H -0.504 5.615 -5.569
H -5.510 -2.196 -1.691
H -4.110 0.434 -2.226
H -2.081 2.654 -1.926
H -1.409 2.429 1.143
H 2.735 -2.599 1.644
H -4.575 0.648 1.903
H 0.442 7.279 -2.954
H -0.148 0.202 -0.098
H 5.650 -2.368 2.068
H -5.561 -4.429 -2.285
H -4.418 -0.539 -0.777
H 5.559 -6.767 -0.384
H 4.501 -0.582 0.749
H 0.818 -0.575 -2.718
H -1.722 4.134 1.216
H 2.329 -1.180 -2.006
H -2.822 0.889 1.636
H 6.232 -4.103 7.646
H -5.770 -1.873 3.300
H 7.332 -5.086 0.138
H -7.832 -0.558 2.784
H 6.427 -3.849 -0.731
H -7.217 -2.827 3.675
H -0.755 3.063 -3.892
H -3.578 -3.007 -2.895
H -1.870 5.218 -4.530
H 2.097 1.326 -0.637
H 4.651 -5.539 -1.274
H -3.798 2.243 2.117
H 5.143 -0.833 6.608
H 5.532 -2.610 8.287
H 0.622 3.479 -4.922
H -6.454 -1.400 0.470
H -3.074 -4.660 -2.508
H -0.033 2.319 -1.383
H -0.535 9.586 -2.770
H 7.051 -2.130 6.342
H -4.837 -4.751 -0.705
H 1.272 -0.240 0.886
H 4.459 -2.195 3.354
H -6.292 -3.142 2.197
H 6.055 -3.173 5.321
H -2.851 -3.355 -1.338
H -0.287 8.867 -1.169
H 1.315 3.404 -1.219
H -0.348 -3.261 -3.242
H 4.560 -3.659 7.261
H -1.170 7.340 -3.675
H 7.110 -5.221 -1.616
H 1.242 -3.378 -1.556
H -1.932 6.451 -1.658
H -0.244 4.993 -2.692
H 3.307 -0.392 2.040
```

F_max ... 0.0304 hartree/bohr
Total charge ... 0
Energy ... -2236.34606 Ha